Record 1
Entry from OMol25: an isolated molecule of C10H12N2O2 (ωB97M-V/def2-TZVPD).

Results
- E (Eh) = -648.14248
- HOMO level (eV) = -9.1636
- structure (SMILES) = CN1OC(=O)N(C)C12C=CC=CC=C2
- ΔE to the lowest compared entry with this formula, charge and spin (eV) = 2.7403

The geometry in XYZ format:
```
26
C10H12N2O2 | OMol25 | ωB97M-V/def2-TZVPD
C -2.55 -0.76 0.01
C -2.20 -1.27 1.21
C -1.89 0.32 -0.65
C -1.13 -0.81 2.04
C -0.59 0.63 -0.56
C 0.01 -0.25 1.62
C 2.77 -0.54 0.28
C 0.39 -0.20 0.18
C 2.23 1.85 0.55
C 0.75 -1.53 -1.83
N 1.96 0.51 0.10
N 0.75 -1.47 -0.37
O 3.95 -0.54 0.52
O 2.07 -1.72 0.11
H -3.46 -1.11 -0.45
H -2.85 -2.01 1.66
H -2.51 0.95 -1.28
H -1.28 -0.91 3.11
H -0.19 1.51 -1.04
H 0.73 0.13 2.33
H 3.11 1.83 1.20
H 2.45 2.49 -0.31
H 1.37 2.25 1.09
H 1.23 -2.46 -2.11
H -0.28 -1.54 -2.16
H 1.29 -0.69 -2.29
```

Record 2
Entry from OMol25: a cluster of 2 separate species, C10H12N3O2S in total (ωB97M-V/def2-TZVPD).

Results
- E (Eh) = -1100.98136
- charge = -1
- HOMO level (eV) = -2.0809

The geometry in XYZ format:
```
28
C10H12N3O2S | OMol25 | ωB97M-V/def2-TZVPD
N 0.32 -2.68 2.14
C 0.71 -1.23 1.95
C 1.16 -0.83 0.43
C 2.38 -1.76 -0.19
N 3.55 -0.85 -0.57
N 4.73 -1.28 0.03
C 4.77 -1.01 1.37
S 4.69 -0.66 3.07
H 0.87 -3.34 1.55
H 0.59 -2.92 3.14
H 1.57 -0.97 2.69
H -0.26 -0.59 2.21
H 0.28 -0.77 -0.35
H 1.61 0.27 0.51
H 1.96 -2.26 -1.19
H 2.67 -2.64 0.52
C -2.48 3.17 -2.18
C -1.59 2.91 -1.21
C -1.69 1.68 -0.40
O -0.88 1.43 0.49
C -2.79 0.74 -0.71
C -3.67 1.01 -1.68
C -3.58 2.24 -2.48
O -4.38 2.48 -3.37
H -2.42 4.07 -2.78
H -0.78 3.58 -0.97
H -2.84 -0.16 -0.11
H -4.49 0.34 -1.92
```

Record 3
Entry from OMol25: the ion C10H12N3OS with charge +1 (ωB97M-V/def2-TZVPD).

Results
- E (Eh) = -1025.67860
- charge = +1
- HOMO level (eV) = -12.7228
- structure (SMILES) = N[C@]12[NH+]=C(c3ccccc3)[C@](N)(CS1)O2
- ΔE to the lowest compared entry with this formula, charge and spin (eV) = 0.1626

The geometry in XYZ format:
```
27
C10H12N3OS | OMol25 | ωB97M-V/def2-TZVPD
C -3.71 0.34 0.78
C -3.05 -0.88 0.66
C -3.16 1.48 0.20
C -1.73 -0.84 0.13
C -1.86 1.58 -0.20
C -1.10 0.37 -0.18
C 2.56 0.73 -0.28
C 1.16 -1.00 -0.39
C 1.65 -1.31 1.06
C 0.34 0.25 -0.27
N 1.14 1.25 -0.16
N 0.56 -2.12 -1.06
N 3.52 1.59 -0.58
O 2.29 -0.45 -1.10
S 2.85 0.02 1.39
H -4.80 0.47 1.14
H -3.50 -1.85 0.78
H -3.85 2.34 -0.06
H -1.19 -1.79 -0.02
H -1.49 2.59 -0.61
H 0.78 -1.18 1.75
H 2.03 -2.35 1.02
H 0.79 2.09 0.17
H 0.57 -2.01 -2.03
H 1.05 -2.90 -0.75
H 4.41 1.37 -0.05
H 3.73 2.23 -1.35
```

Record 4
Entry from OMol25: the ion C10H12N3S with charge +1 (ωB97M-V/def2-TZVPD).

Results
- E (Eh) = -950.28818
- charge = +1
- HOMO level (alpha / beta) (eV) = -11.3941 / -11.1456
- ΔE to the lowest compared entry with this formula, charge and spin (eV) = 4.3851

The geometry in XYZ format:
```
26
C10H12N3S | OMol25 | ωB97M-V/def2-TZVPD
C 3.00 -0.72 -1.79
C 2.41 0.46 -2.02
C 1.03 -1.28 -0.42
C 0.50 -0.02 -0.49
C 2.23 -1.68 -1.08
C 1.26 0.88 -1.35
C -0.60 2.97 -0.82
C -0.99 2.23 1.48
C -1.02 0.66 1.26
C -2.37 0.06 1.63
N -0.65 0.25 0.01
N -1.29 2.98 0.25
N 2.80 -2.85 -0.76
S 0.93 2.64 -1.39
H 3.94 -1.03 -2.22
H 2.80 1.24 -2.63
H 0.44 -1.98 0.11
H -1.79 2.41 2.22
H -0.02 2.66 1.95
H -0.29 0.37 2.07
H -2.26 -1.01 1.68
H -3.14 0.13 0.82
H -2.60 0.43 2.66
H -2.18 3.44 0.04
H 3.59 -3.14 -1.32
H 2.53 -3.47 -0.06
```

Record 5
Entry from OMol25: a structure of composition C10H12N5 (ωB97M-V/def2-TZVPD).

Results
- E (Eh) = -661.53459
- charge = +1
- HOMO level (alpha / beta) (eV) = -11.9630 / -11.9633
- ΔE to the lowest compared entry with this formula, charge and spin (eV) = 6.6155

The geometry in XYZ format:
```
27
C10H12N5 | OMol25 | ωB97M-V/def2-TZVPD
C 2.64 0.85 1.14
C 0.13 0.90 -2.62
C 1.19 0.34 -1.92
C -1.16 0.69 -2.12
C -0.28 0.03 0.11
C 1.01 0.01 -0.61
C -1.47 0.24 -0.76
C 1.93 -1.68 1.14
C 2.25 -0.41 0.18
C -3.32 -0.28 0.98
N 0.44 1.40 1.91
N -0.31 -1.01 1.21
N 1.60 1.29 1.71
N 0.60 -1.69 1.58
N -2.73 0.06 -0.31
H 0.15 1.35 -3.64
H 2.24 0.27 -2.26
H -1.92 0.83 -2.83
H -0.27 1.15 0.99
H 2.17 -2.52 0.58
H 2.43 -1.57 2.09
H 3.02 -0.59 -0.48
H -2.54 -0.30 1.68
H -4.24 0.39 1.15
H -3.80 -1.17 0.76
H 3.67 1.00 1.20
H -3.44 0.43 -0.87
```

Record 6
Entry from OMol25: a cluster of 2 separate species, C10H12NO2 in total (ωB97M-V/def2-TZVPD).

Results
- E (Eh) = -593.25210
- charge = -1
- HOMO level (alpha / beta) (eV) = -2.7935 / -3.2027
- ΔE to the lowest compared entry with this formula, charge and spin (eV) = 5.9073

The geometry in XYZ format:
```
25
C10H12NO2 | OMol25 | ωB97M-V/def2-TZVPD
C -2.87 1.36 -0.05
C -2.36 0.61 -1.08
C -2.07 2.03 0.86
C -0.95 0.42 -1.15
C -0.69 1.88 0.80
C -0.09 1.03 -0.23
C 1.31 1.00 -0.42
C 0.23 -1.67 1.15
C 1.49 -2.46 -0.97
C 1.42 -1.74 0.33
N 2.35 1.70 0.07
O 3.23 1.08 0.73
O 2.54 2.81 -0.37
H -3.96 1.64 -0.10
H -2.97 0.05 -1.81
H -2.50 2.58 1.62
H -0.67 -0.37 -1.97
H -0.12 2.23 1.61
H -0.01 -2.74 1.39
H -0.56 -1.00 0.76
H 0.54 -1.22 2.11
H 2.19 -3.27 -1.17
H 0.52 -2.82 -1.19
H 1.67 -1.69 -1.72
H 2.33 -1.42 0.80
```